1.
C29H39NO5 in the gas phase, computed with ωB97M-V with the def2-TZVPD basis set.

Geometry as XYZ:
```
74
Properties=species:S:1:pos:R:3:forces:R:3
C 5.093 3.496 -0.301 -0.1 -0.2 0.4
C 5.195 3.157 1.182 0.4 0.5 -0.3
O 4.478 1.983 1.519 -0.3 -0.1 0.3
C 3.141 1.897 1.251 -0.1 -0.1 -0.1
C 2.698 0.650 0.830 0.0 0.3 0.1
C 1.365 0.399 0.561 0.1 0.1 0.0
C 0.896 -0.959 0.077 -0.1 0.0 0.0
C -0.100 -1.500 1.068 0.0 0.1 -0.8
C -1.423 -1.553 0.802 0.4 -0.2 0.3
C -2.416 -1.882 1.883 0.1 0.0 0.2
C -1.856 -1.655 3.295 -0.1 -0.1 0.1
C -2.847 -2.216 4.319 0.2 0.1 -0.2
C -1.650 -0.163 3.562 0.0 -0.2 -0.1
C -0.525 -2.393 3.397 0.1 0.1 0.0
C 0.464 -1.937 2.343 -0.3 -0.3 0.5
O 1.662 -1.999 2.535 0.0 0.1 -0.1
N -1.935 -1.262 -0.462 0.1 0.4 0.1
C -3.180 -1.899 -0.851 -0.1 -0.7 -0.2
C -2.980 -3.389 -1.202 -0.2 0.2 0.0
O -2.149 -3.560 -2.330 -0.2 0.2 0.0
C -0.883 -4.120 -2.068 0.1 -0.1 0.0
C -1.067 -0.851 -1.474 0.5 0.0 -0.3
C 0.268 -0.781 -1.281 -0.2 -0.3 0.7
C 1.203 -0.495 -2.365 -0.1 0.0 -0.6
O 2.407 -0.495 -2.202 -0.1 0.0 0.1
C 0.592 -0.276 -3.733 0.1 0.2 0.0
C -0.761 0.422 -3.643 -0.1 0.0 -0.1
C -1.371 0.565 -5.040 0.1 -0.1 0.3
C -0.595 1.810 -3.022 0.0 -0.2 0.0
C -1.685 -0.452 -2.784 0.1 0.1 -0.2
C 0.452 1.431 0.714 0.1 -0.1 0.0
C 0.868 2.679 1.143 0.0 0.2 0.1
C 2.202 2.933 1.427 0.1 0.1 0.0
O 2.659 4.148 1.882 0.2 -0.5 -0.1
C 1.741 5.198 2.035 -0.2 0.2 0.0
H 5.758 4.322 -0.537 0.1 0.1 0.0
H 5.368 2.631 -0.901 0.0 0.0 -0.1
H 4.074 3.781 -0.556 -0.1 0.1 -0.1
H 6.229 2.911 1.443 -0.1 0.1 0.0
H 4.868 4.006 1.790 0.1 -0.2 -0.1
H 3.432 -0.129 0.714 0.1 -0.1 0.0
H 1.769 -1.616 0.014 -0.1 0.1 0.0
H -2.738 -2.925 1.799 -0.1 0.0 0.0
H -3.299 -1.249 1.765 0.0 0.0 0.0
H -3.808 -1.711 4.239 -0.1 0.1 0.0
H -3.004 -3.282 4.167 0.0 -0.1 0.0
H -2.469 -2.069 5.327 0.0 0.0 0.1
H -1.263 -0.014 4.567 0.0 0.0 0.1
H -0.939 0.266 2.860 0.0 0.2 0.0
H -2.593 0.374 3.477 -0.1 0.1 0.0
H -0.682 -3.467 3.255 0.0 -0.1 0.0
H -0.069 -2.256 4.379 0.0 0.0 0.0
H -3.913 -1.828 -0.048 0.0 0.0 -0.1
H -3.594 -1.398 -1.722 0.0 0.0 0.1
H -3.961 -3.815 -1.445 0.1 0.0 0.1
H -2.570 -3.928 -0.341 0.0 0.0 0.0
H -0.372 -4.174 -3.027 0.1 0.0 0.0
H -0.977 -5.131 -1.654 0.0 0.0 0.0
H -0.292 -3.505 -1.382 0.0 0.0 0.0
H 0.470 -1.260 -4.198 0.0 -0.1 -0.1
H 1.296 0.293 -4.342 0.0 0.0 0.0
H -1.490 -0.407 -5.513 0.0 -0.1 -0.1
H -0.731 1.176 -5.671 0.1 0.1 -0.1
H -2.348 1.041 -4.984 -0.1 0.1 0.0
H -0.158 1.745 -2.029 0.0 0.1 0.1
H -1.557 2.314 -2.948 -0.1 0.1 0.0
H 0.061 2.419 -3.639 0.1 0.1 -0.1
H -1.948 -1.352 -3.348 -0.1 0.0 0.0
H -2.602 0.112 -2.592 -0.1 0.0 0.0
H -0.596 1.269 0.501 -0.1 0.0 0.0
H 0.130 3.456 1.263 0.0 0.1 0.0
H 0.973 4.960 2.778 0.0 0.0 0.0
H 1.261 5.460 1.086 0.0 0.0 0.0
H 2.326 6.048 2.386 -0.1 0.0 0.0
```
Forces are in eV/Å.

Output
- Structure (SMILES): CCOc1cc(C2C3=C(CC(C)(C)CC3=O)N(CCOC)C3=C2C(=O)CC(C)(C)C3)ccc1OC
- Relative energy (zero: lowest compared OMol25 entry of this formula, charge and spin): 19.72 kcal per mole
- Multiplicity: 1
- Calculated total energy: -42433.44030 eV

***

2.
C29H40BCl2N3O4SSr as an isolated structure at a distorted geometry, computed with ωB97M-V with the def2-TZVPD basis set.

Geometry as XYZ:
```
81
Properties=species:S:1:pos:R:3:forces:R:3
Sr -0.637 -0.639 -0.495 0.8 -0.3 0.4
C -0.572 -2.943 3.282 0.0 -0.1 0.1
C 0.370 -3.072 2.110 0.0 0.1 -0.1
C 0.058 -3.947 1.060 -0.1 0.2 0.0
C -1.248 -4.705 1.093 -0.1 -0.1 0.0
C 0.928 -4.065 -0.030 -0.1 0.0 -0.1
C 0.647 -5.084 -1.112 0.0 -0.1 -0.1
C 2.068 -3.256 -0.102 0.0 0.0 0.0
C 2.930 -3.261 -1.343 0.1 0.0 -0.1
C 2.399 -2.411 0.965 0.0 0.1 0.0
C 3.675 -1.607 0.904 0.1 0.1 0.0
C 1.542 -2.303 2.067 -0.1 0.0 -0.1
C 1.816 -1.319 3.177 0.0 0.0 0.1
H -1.355 -2.197 3.110 0.0 0.0 -0.1
H -0.048 -2.642 4.187 0.0 0.0 0.0
H -1.077 -3.884 3.494 0.0 0.0 0.0
H -2.066 -4.065 1.424 0.0 0.0 0.0
H -1.213 -5.557 1.778 0.0 0.0 0.0
H -1.525 -5.082 0.113 0.0 0.0 0.0
H -0.026 -4.708 -1.889 0.0 0.1 0.0
H 0.185 -5.978 -0.697 0.0 0.0 0.0
H 1.562 -5.404 -1.606 0.0 0.0 0.0
H 3.307 -2.262 -1.565 0.0 0.0 0.0
H 2.375 -3.590 -2.218 0.0 0.0 0.0
H 3.803 -3.913 -1.245 0.0 0.0 0.0
H 3.504 -0.613 0.477 0.0 0.0 0.0
H 4.432 -2.101 0.298 0.0 0.0 0.0
H 4.105 -1.466 1.894 0.0 0.0 0.0
H 0.930 -0.724 3.403 0.0 0.0 0.0
H 2.589 -0.605 2.910 0.0 0.0 0.0
H 2.126 -1.821 4.099 0.0 0.0 0.0
Cl -6.260 -1.457 -5.403 0.1 0.0 0.0
C -5.136 -1.479 -4.072 0.0 0.0 0.0
C -5.637 -1.461 -2.763 -0.1 0.0 0.1
C -4.791 -1.493 -1.688 -0.3 0.0 -0.2
Cl -5.450 -1.469 -0.087 0.1 0.0 0.0
C -3.376 -1.557 -1.843 0.6 -0.2 0.4
O -2.605 -1.674 -0.828 -1.1 -0.3 -0.5
C -2.892 -1.520 -3.190 0.2 0.0 -0.4
C -1.496 -1.466 -3.576 -0.4 -0.1 0.2
O -0.497 -1.310 -2.864 -0.1 -0.1 -0.2
C -3.789 -1.509 -4.283 -0.1 0.0 0.0
H -6.705 -1.425 -2.596 0.0 0.0 0.0
H -1.330 -1.557 -4.661 -0.1 0.0 0.0
H -3.399 -1.507 -5.293 0.0 0.0 0.0
C 0.829 4.189 2.209 -0.1 0.1 0.0
C 1.699 2.938 2.161 0.0 0.0 0.0
C 2.447 2.801 3.479 0.1 0.1 0.2
O 0.809 1.819 2.057 0.0 -0.5 -0.4
B 0.946 1.112 0.833 0.8 1.4 0.6
O 2.013 1.756 0.131 -0.4 -0.3 0.1
C 2.605 2.831 0.882 -0.1 -0.1 0.0
C 4.049 2.443 1.171 0.1 0.0 0.0
C 2.596 4.066 -0.009 0.1 0.1 0.0
H 0.180 4.130 3.084 0.0 0.0 0.0
H 0.190 4.254 1.327 0.0 0.0 0.0
H 1.417 5.106 2.281 0.0 0.0 0.0
H 1.720 2.774 4.291 0.0 0.0 0.0
H 3.123 3.641 3.659 0.0 0.0 0.0
H 3.027 1.880 3.522 0.0 0.0 0.0
H 4.107 1.477 1.674 0.0 0.0 0.0
H 4.558 3.183 1.791 0.0 0.0 0.0
H 4.592 2.360 0.229 0.0 0.0 0.0
H 1.588 4.329 -0.325 0.0 0.0 0.0
H 3.185 3.861 -0.905 0.0 0.0 0.0
H 3.040 4.930 0.493 0.0 0.0 0.0
C -4.138 4.570 -0.359 -0.1 0.0 0.0
C -2.642 4.454 -0.089 0.2 0.0 0.0
C -1.982 3.443 -0.985 -0.4 -0.1 0.4
N -2.244 2.186 -0.943 0.3 -0.3 -0.4
N -1.516 1.452 -1.875 -0.1 0.5 0.4
C -0.719 2.208 -2.578 0.1 -0.7 -0.2
N 0.099 1.709 -3.558 -0.1 0.2 0.1
S -0.819 3.868 -2.187 0.2 0.5 -0.2
H -4.606 5.260 0.344 0.0 0.0 0.0
H -4.619 3.598 -0.257 0.0 0.0 0.0
H -4.330 4.937 -1.369 0.0 0.0 0.0
H -2.459 4.140 0.940 0.0 0.0 0.0
H -2.151 5.421 -0.218 0.0 0.0 0.0
H 0.284 0.716 -3.500 -0.1 0.0 0.0
H 0.899 2.270 -3.798 0.0 0.0 0.0
```
Forces are in eV/Å.

Output
- Multiplicity: 1
- Calculated total energy: -80778.95859 eV